Here is C4H2Cl2O2 in the gas phase from the Open Molecules 2025 dataset. Energies are from ωB97M-V with the def2-TZVPD basis set.

CARTESIAN COORDINATES (ANGSTROEM)
O: -1.241 1.298 0.876
C: -1.434 0.142 0.557
Cl: -3.068 -0.186 -0.393
C: -0.647 -1.103 0.448
C: 0.622 -1.062 -0.225
C: 1.446 0.284 -0.291
O: 1.227 1.391 -0.686
Cl: 3.063 -0.224 0.113
H: -1.055 -2.131 0.608
H: 1.334 -1.976 -0.297

As for the HOMO energy: -10.99 eV. As for the SMILES: O=C(Cl)/C=C\C(=O)Cl. The energy relative to the best compared isomer or geometry (same formula, charge and spin) comes out at 1.2384 eV. As for the HOMO-LUMO gap: 9.52 eV.

Results of the natural (NBO) charge analysis, in e, for atoms 1 through 5: number 1, O, carries -0.433; number 2, C, carries 0.583; number 3, Cl, carries -0.169; number 4, C, carries -0.286; number 5, C, carries -0.227

=====

Here is a molecular structure, C49H45ClF6MnN4OS2 from the Open Molecules 2025 dataset. Energies are from ωB97M-V with the def2-TZVPD basis set.

CARTESIAN COORDINATES (ANGSTROEM)
Mn: 0.860 0.129 -0.630
S: 5.170 -5.456 0.215
C: 6.259 -5.228 1.504
C: 6.184 -3.972 2.017
C: 5.223 -3.174 1.340
C: 4.585 -3.838 0.330
C: 3.589 -3.304 -0.609
C: 2.678 -2.335 -0.177
N: 1.796 -1.748 -0.963
C: 1.715 -2.125 -2.251
C: 2.527 -3.134 -2.772
C: 2.374 -3.527 -4.143
C: 1.435 -2.951 -4.915
C: 0.582 -1.918 -4.391
C: -0.428 -1.325 -5.157
C: -1.195 -0.312 -4.627
C: -0.905 0.104 -3.313
N: 0.023 -0.458 -2.548
C: 0.752 -1.477 -3.080
C: -2.284 0.307 -5.406
C: -2.478 1.621 -5.712
C: -3.634 1.839 -6.513
C: -4.289 0.683 -6.799
S: -3.526 -0.670 -6.093
C: 3.490 -3.705 -1.928
H: 6.894 -6.044 1.826
H: 6.798 -3.626 2.839
H: 5.030 -2.132 1.579
H: 2.645 -2.089 0.872
H: 3.022 -4.303 -4.533
H: 1.302 -3.245 -5.951
H: -0.589 -1.651 -6.181
H: -1.463 0.940 -2.912
H: -1.793 2.405 -5.406
H: -3.945 2.808 -6.881
H: -5.187 0.549 -7.387
H: 4.155 -4.470 -2.316
C: -5.195 0.968 3.045
C: -3.983 1.917 3.030
C: -4.413 3.288 2.480
C: -3.461 2.093 4.458
C: -2.923 1.325 2.116
C: -3.104 1.241 0.766
C: -2.138 0.614 -0.169
N: -0.820 0.303 0.394
C: -0.691 0.411 1.716
C: -1.697 0.840 2.585
C: 0.682 0.216 2.226
C: 1.044 0.242 3.556
C: 2.389 0.298 3.926
C: 3.315 0.266 2.883
C: 2.886 0.181 1.579
N: 1.592 0.144 1.248
C: 2.816 0.404 5.379
C: 1.721 1.074 6.225
C: 4.106 1.227 5.499
C: 3.066 -1.023 5.903
H: -5.987 1.398 3.662
H: -4.931 -0.009 3.460
H: -5.597 0.820 2.038
H: -5.131 3.739 3.166
H: -4.901 3.204 1.504
H: -3.561 3.967 2.384
H: -4.233 2.563 5.066
H: -2.577 2.740 4.486
H: -3.216 1.134 4.929
H: -4.019 1.586 0.307
H: -1.994 1.305 -0.993
H: -1.492 0.849 3.645
H: 0.277 0.228 4.317
H: 4.379 0.310 3.074
H: 3.590 0.167 0.758
H: 1.371 2.004 5.767
H: 2.127 1.320 7.207
H: 0.867 0.413 6.389
H: 4.000 2.212 5.031
H: 4.967 0.720 5.058
H: 4.334 1.380 6.556
H: 2.149 -1.619 5.881
H: 3.414 -0.973 6.937
H: 3.828 -1.536 5.311
Cl: -4.148 2.004 -2.367
C: -4.705 0.342 -2.258
C: -5.882 0.107 -2.962
C: -6.460 -1.146 -2.966
C: -5.858 -2.173 -2.253
C: -4.697 -1.924 -1.549
C: -4.073 -0.671 -1.524
C: -2.757 -0.683 -0.742
H: -6.337 0.924 -3.508
H: -7.378 -1.317 -3.518
H: -6.299 -3.163 -2.241
H: -4.238 -2.736 -0.993
H: -2.903 -1.351 0.109
H: -1.988 -1.146 -1.361
C: 4.104 2.363 -2.114
C: 2.660 2.136 -1.710
O: 2.466 0.803 -1.303
C: 2.304 3.091 -0.540
F: 1.079 2.766 -0.007
F: 2.253 4.368 -0.894
F: 3.189 2.954 0.458
C: 1.752 2.467 -2.928
F: 1.950 3.676 -3.431
F: 0.423 2.392 -2.575
F: 1.956 1.568 -3.903
H: 4.751 2.099 -1.282
H: 4.270 3.406 -2.389
H: 4.341 1.723 -2.963

As for the HOMO energy (alpha / beta): -12.68 / -12.68 eV. The total charge is +2. As for the HOMO-LUMO gap (alpha / beta): 4.48 / 4.51 eV. As for the multiplicity: 2.

Results of the Löwdin charge analysis, in e, for atoms 1 through 5: number 1, Mn, carries 0.816; number 2, S, carries 1.080; number 3, C, carries -0.389; number 4, C, carries -0.167; number 5, C, carries -0.121